Computed, not measured: a cluster of 2 separate species, C16H23N2OS in total in a non-equilibrium geometry, with the ωB97M-V functional and the def2-TZVPD basis.

For the HOMO-LUMO gap, the calculation gives 0.267 Ha. The value obtained for the molecular weight is 291.4 g/mol. The max |F| is 3.871 eV/A. The LUMO energy is -4.2 eV. The energy is -32820.442 eV. The multiplicity is 1. As for the total charge: +1.

Each line ends with the natural charge from an NBO analysis.
CARTESIAN COORDINATES (ANGSTROEM)
C1 -1.7149 0.2432 -3.5773  -0.260
O1 -1.6343 -0.7213 -2.5012  -0.446
C2 -0.6394 -0.6731 -1.6690  0.427
C3 -0.2309 -1.8938 -1.0415  -0.157
C4 0.9562 -1.9651 -0.2796  -0.123
C5 1.2899 -3.1567 0.3516  -0.224
C6 0.4581 -4.2768 0.2581  0.088
C7 0.7948 -5.5288 1.0171  -0.650
C8 -0.6881 -4.2140 -0.5419  -0.232
C9 -1.0570 -3.0353 -1.1678  -0.120
H1 -2.6231 -0.0145 -4.1228  0.226
H2 -1.7689 1.2620 -3.1696  0.206
H3 -0.8428 0.1315 -4.2348  0.207
H4 0.0264 0.2132 -1.7537  0.271
H5 1.5647 -1.0652 -0.1817  0.248
H6 2.1970 -3.2372 0.9563  0.230
H7 -0.0024 -6.2713 0.9201  0.229
H8 1.7228 -5.9736 0.6383  0.244
H9 0.9464 -5.3288 2.0858  0.240
H10 -1.3150 -5.1023 -0.6512  0.231
H11 -1.9739 -2.9629 -1.7550  0.234
C10 2.3877 2.8567 -0.1971  -0.426
C11 1.7499 2.0255 -1.2727  -0.227
N1 0.7266 1.1584 -0.7128  -0.651
C12 -0.0078 1.5656 0.3059  0.330
N2 0.2976 2.6662 1.0369  -0.435
C13 1.3063 3.6010 0.5388  -0.203
C14 -0.6302 3.2403 2.0048  -0.207
C15 -1.1704 2.1658 2.9182  -0.422
C16 -2.1033 1.2710 2.1325  -0.513
S1 -1.3506 0.5223 0.6718  0.283
H12 2.9315 2.2035 0.4884  0.213
H13 3.0898 3.5672 -0.6334  0.231
H14 1.3145 2.6807 -2.0483  0.189
H15 2.4927 1.3855 -1.7621  0.208
H16 1.7081 4.1435 1.3988  0.217
H17 0.8327 4.3394 -0.1301  0.192
H18 -0.0763 3.9877 2.5801  0.222
H19 -1.4649 3.7447 1.4918  0.192
H20 -0.3685 1.5657 3.3551  0.224
H21 -1.7207 2.6312 3.7405  0.240
H22 -2.4321 0.4208 2.7416  0.246
H23 -2.9782 1.8281 1.7712  0.226